[1]
DFT (the ωB97M-V functional and the def2-TZVPD basis) results for 3 unconnected molecules or ions with the total composition C9H23NO3 at a distorted geometry.

Each atom is followed by the atoms it is bonded to, with distances in Å.
Positions of all 36 atoms, in Å:
1 C -1.3779 -0.9548 1.7784  C2 1.535, H12 1.090, H13 1.090, H14 1.090
2 C -0.4106 -0.3726 0.7381  C1 1.535, C3 1.549, N7 1.475, C11 1.574
3 C -1.0758 0.8488 0.0571  C2 1.549, C4 1.514, H15 1.090, H16 1.090
4 C -0.1613 1.7863 -0.7023  C3 1.514, C5 1.492, H17 1.090, H18 1.090
5 C 0.8357 2.2599 0.3014  C4 1.492, C6 1.555, H19 1.090, H20 1.090
6 C 1.6763 1.0939 0.8935  C5 1.555, N7 1.429, C9 1.531, C10 1.601
7 N 0.8126 0.0858 1.4234  C2 1.475, C6 1.429, O8 1.405
8 O 1.4386 -0.8829 2.2252  N7 1.405, H30 0.960
9 C 2.5053 0.4688 -0.2310  C6 1.531, H21 1.090, H22 1.090, H23 1.090
10 C 2.5405 1.8581 2.0040  C6 1.601, H24 1.090, H25 1.090, H26 1.090
11 C -0.1054 -1.5382 -0.2750  C2 1.574, H27 1.090, H28 1.090, H29 1.090
12 H -2.3688 -1.0210 1.3290  C1 1.090
13 H -1.4900 -0.3035 2.6452  C1 1.090
14 H -1.1192 -1.9175 2.2192  C1 1.090
15 H -1.9008 0.6609 -0.6301  C3 1.090
16 H -1.4805 1.5049 0.8277  C3 1.090
17 H -0.8017 2.6227 -0.9822  C4 1.090
18 H 0.1827 1.3426 -1.6366  C4 1.090
19 H 0.4011 2.8306 1.1221  C5 1.090
20 H 1.4261 2.9538 -0.2970  C5 1.090
21 H 3.2597 1.1720 -0.5838  C9 1.090
22 H 3.0094 -0.4174 0.1546  C9 1.090
23 H 1.8867 0.0854 -1.0424  C9 1.090
24 H 1.9422 2.1807 2.8560  C10 1.090
25 H 3.0880 1.0712 2.5227  C10 1.090
26 H 3.2108 2.6090 1.5856  C10 1.090
27 H -0.6974 -1.3971 -1.1793  C11 1.090
28 H -0.1269 -2.5268 0.1836  C11 1.090
29 H 0.9087 -1.5878 -0.6713  C11 1.090
30 H 1.7103 -1.4833 1.5272  O8 0.960
31 O -3.0793 -2.9113 -2.2081  H32 0.957, H33 0.957
32 H -3.7449 -3.2767 -2.7908  O31 0.957
33 H -3.3715 -3.1523 -1.3290  O31 0.957
34 O -2.1917 -1.3458 -4.1440  H35 0.957, H36 0.957
35 H -2.4910 -1.6560 -3.2893  O34 0.957
36 H -2.8399 -0.6904 -4.4018  O34 0.957

The LUMO energy (spin up / spin down) is -2.61 / -6.91 eV. Its HOMO energy (spin up / spin down) is -13.42 / -13.42 eV. As for the total charge: +1. Its spin multiplicity is 2. Its HOMO-LUMO gap (spin up / spin down) is 0.3973 / 0.2393 hartree. The value obtained for the total energy is -17328.9575 eV.

Results of the Löwdin charge analysis, in e, for atoms 1 through 6: -0.01 -0.42 -0.13 -0.19 -0.14 -0.45

[2]
DFT (the ωB97M-V functional and the def2-TZVPD basis) results for 2 unconnected molecules or ions with the total composition C9H23NP at a distorted geometry.

Each atom is followed by the atoms it is bonded to, with distances in Å.
Positions of all 34 atoms, in Å:
1 C -1.1347 -0.4218 2.3211  C6 1.536, H12 1.086, H13 1.091, H14 1.086
2 C 2.4011 -2.6949 -1.4405  C7 1.519, H15 1.087, H16 1.089, H17 1.088
3 C -1.6721 3.1281 1.0972  C8 1.484, H18 1.093, H19 1.091, H20 1.086
4 C -1.7827 1.2878 -2.6880  H21 1.082, H22 1.083, H23 1.082, H32 1.083
5 C 1.7156 -1.6292 1.3020  N10 1.476, H24 1.088, H25 1.090, H26 1.087
6 C -1.0812 -0.5458 0.7914  C1 1.536, C9 1.504, H27 1.094, H28 1.092
7 C 1.1294 -1.9514 -1.0698  C2 1.519, N10 1.491, H29 1.091, H30 1.093
8 C -0.4130 2.9370 0.3348  C3 1.484, P11 1.690, H31 1.084
9 C 0.1605 -0.0524 0.0999  C6 1.504, N10 1.487, P11 1.757
10 N 1.3270 -0.9733 0.0385  C5 1.476, C7 1.491, C9 1.487, H33 1.028
11 P 0.6343 1.6128 0.4020  C8 1.690, C9 1.757, H34 1.390
12 H -0.5860 -1.2121 2.8244  C1 1.086
13 H -0.7263 0.5384 2.6385  C1 1.091
14 H -2.1675 -0.4780 2.6536  C1 1.086
15 H 2.2062 -3.2869 -2.3307  C2 1.087
16 H 3.2144 -2.0072 -1.6685  C2 1.089
17 H 2.7219 -3.3801 -0.6591  C2 1.088
18 H -1.5184 3.7977 1.9467  C3 1.093
19 H -2.3996 3.6175 0.4472  C3 1.091
20 H -2.1003 2.1949 1.4505  C3 1.086
21 H -1.6448 0.3012 -3.1095  C4 1.082
22 H -2.3700 1.2136 -1.7815  C4 1.083
23 H -2.3063 1.9109 -3.4008  C4 1.082
24 H 2.6907 -2.1007 1.1991  C5 1.088
25 H 1.7620 -0.8838 2.0955  C5 1.090
26 H 0.9817 -2.3877 1.5640  C5 1.087
27 H -1.9005 0.0498 0.3774  C6 1.094
28 H -1.2717 -1.5815 0.5035  C6 1.092
29 H 0.3510 -2.6549 -0.7703  C7 1.091
30 H 0.7647 -1.3856 -1.9304  C7 1.093
31 H 0.0762 3.8442 -0.0010  C8 1.084
32 H -0.8198 1.7296 -2.4612  C4 1.083
33 H 2.1192 -0.3842 -0.2471  N10 1.028
34 H 1.6391 1.8483 -0.5287  P11 1.390

The LUMO energy (spin up / spin down) is -3.85 / -4.05 eV. Its HOMO energy (spin up / spin down) is -11.29 / -11.17 eV. As for the total charge: +1. Its HOMO-LUMO gap (spin up / spin down) is 0.2734 / 0.2613 hartree. The value obtained for the total energy is -20475.4785 eV.

Results of the Löwdin charge analysis, in e, for atoms 1 through 6: -0.10 -0.06 -0.15 -0.04 0.00 -0.26